Record 1
The following is a DFT calculation (ωB97M-V/def2-TZVPD) of a 9-piece molecular cluster, C48H108F6N9O12S6 overall.

Last column: Löwdin charge in e.
Cartesian coordinates (Å):
O 1.333 -3.615 3.192  -0.278
H -2.803 0.527 3.837  0.126
S 3.634 -4.764 -6.655  0.616
H -3.821 4.344 7.736  0.077
F 3.964 -3.272 -7.259  -0.236
C 4.307 -3.180 -0.688  -0.104
H -5.325 0.787 2.278  0.100
H 5.065 -4.712 1.394  0.124
H 3.165 1.447 -2.616  0.095
O 4.613 -4.828 -5.625  -0.283
H -1.222 2.060 2.315  0.075
C -8.113 -3.969 1.030  0.056
N -3.761 2.161 -3.823  -0.210
N 0.467 -0.193 -1.481  -0.283
O 0.762 -1.314 2.419  -0.343
C 1.333 1.409 -4.774  -0.143
C 3.158 0.152 -4.379  -0.032
C -3.652 0.936 -2.881  -0.055
H -5.580 1.507 -4.507  0.104
C -2.897 3.223 5.187  -0.061
H -2.633 -0.970 -3.436  0.113
C -6.435 -5.820 1.196  -0.100
H 0.731 -0.900 -6.626  0.118
N -2.841 2.569 3.719  -0.218
H 3.383 1.761 -6.533  0.115
N 2.014 -4.417 -6.210  -0.290
H 3.837 1.690 1.142  0.095
C 2.355 2.484 -4.238  -0.131
S 2.077 -1.052 5.012  0.620
F 0.041 1.949 -0.861  -0.287
H 5.555 -2.427 3.393  0.090
H -0.751 3.203 3.606  0.093
H -4.524 5.591 6.735  0.077
C -4.535 4.519 6.931  -0.067
O 3.266 -1.382 4.245  -0.316
C -1.271 2.271 3.383  0.084
O 2.601 -3.821 -3.776  -0.373
C -4.427 1.403 2.235  -0.096
H 3.582 6.389 4.408  0.105
C 2.469 3.700 4.968  0.036
C 4.413 2.054 4.568  -0.029
H 2.334 2.283 2.942  0.127
H -5.244 -1.757 -0.658  0.118
H -4.333 1.220 4.447  0.110
H 6.961 -4.104 0.305  0.115
N 5.199 -2.835 0.470  -0.219
O 1.691 0.350 5.228  -0.346
O 0.433 -2.456 -0.390  -0.235
H -6.998 -8.381 3.629  0.084
C 4.544 -0.743 -0.519  -0.126
H 6.800 -2.779 -0.990  0.112
H 4.393 2.063 -3.668  0.119
C -5.709 -3.547 2.072  -0.064
H 4.998 2.999 1.665  0.114
C -3.400 3.430 2.560  -0.124
H 5.822 -0.917 1.341  0.116
C -2.611 0.110 -3.580  -0.196
H -8.448 -3.153 0.390  0.096
C 3.156 2.961 2.714  -0.151
F -0.854 -2.787 3.424  -0.201
H -4.846 -4.090 2.459  0.153
C 4.337 0.390 -8.937  -0.052
C 2.761 0.934 -6.877  -0.067
H -4.881 3.920 4.911  0.090
H 0.605 1.848 -5.455  0.123
C 4.876 -3.702 1.757  -0.076
H -8.734 -4.798 0.691  0.105
C 4.252 5.929 3.682  -0.220
H 3.859 0.102 -0.467  0.068
H 4.694 -0.585 -9.271  0.076
H -6.102 -1.329 1.454  0.109
H -4.619 -1.822 1.959  0.114
S 2.053 -4.796 -4.796  0.462
H 5.280 0.874 -8.682  0.075
S 0.190 0.448 -0.104  0.523
H 3.900 1.619 5.425  0.122
C -3.174 5.497 -1.683  -0.094
H -2.429 5.246 -0.928  0.080
H -4.071 -2.865 0.155  0.123
H 5.691 1.093 3.079  0.115
H -6.837 -6.278 0.292  0.134
H 4.494 -0.199 -6.858  0.101
H -3.964 5.905 -1.052  0.082
H 5.271 7.942 3.857  0.088
C -7.101 -6.454 2.478  -0.209
H 0.668 -1.077 -4.840  0.085
H 5.486 -0.260 -0.778  0.098
N 2.080 0.389 -5.537  -0.213
H 2.735 -0.628 -3.746  0.107
H -2.668 3.525 1.758  0.122
H -3.858 -0.141 -5.287  0.119
C -2.849 0.220 -5.085  -0.103
O 3.775 -5.746 -7.731  -0.258
H -3.160 1.416 -2.036  0.130
H -6.603 -3.631 -1.168  0.135
O 2.073 -6.265 -4.556  -0.295
C -4.331 3.500 5.753  -0.200
N 0.636 -2.013 4.968  -0.251
H 1.950 3.241 -3.567  0.115
S -0.340 -1.627 -1.257  0.613
C -5.468 -2.214 1.399  -0.190
C 4.632 1.334 3.169  -0.107
H 2.055 -1.687 -5.708  0.085
H -2.088 2.185 -5.333  0.122
C -3.588 1.261 3.652  -0.046
H 3.880 -3.831 2.181  0.123
C -3.089 3.507 -3.379  -0.080
C 4.694 4.472 4.016  -0.095
H -7.770 -8.490 2.068  0.083
H 4.399 -1.759 -2.473  0.110
H 1.812 2.881 5.260  0.085
C -5.915 -3.854 -0.352  -0.089
F 0.489 -4.438 -4.568  -0.242
H -5.459 3.327 -4.639  0.115
C -6.972 -7.986 2.613  -0.082
C -4.718 2.876 2.072  -0.156
C -5.121 -2.624 -0.009  -0.158
H -3.011 6.370 -2.315  0.096
H 6.332 -5.390 3.464  0.084
H -2.047 3.256 -3.177  0.132
H 4.083 -0.259 -4.784  0.123
H 3.714 0.836 -9.712  0.081
H 3.980 -1.260 1.494  0.119
H 6.412 -4.430 4.784  0.091
H 4.812 -4.992 4.069  0.091
H 2.744 3.080 -5.063  0.101
H 3.410 -3.640 -0.274  0.142
H -5.926 2.584 -3.185  0.105
H -5.275 -4.651 -0.731  0.136
H -5.980 -8.317 2.306  0.079
H 5.472 4.211 3.299  0.134
C 4.909 -1.350 0.932  -0.039
S 0.679 -2.368 3.457  0.434
H 3.832 6.032 2.681  0.108
H 2.978 -1.676 -1.389  0.088
H -6.767 -5.970 3.395  0.105
H 2.052 1.493 -7.487  0.133
F 0.010 -2.139 -2.772  -0.213
C 4.039 -1.917 -1.456  -0.121
H 4.008 0.443 3.099  0.076
C -3.791 4.287 -2.259  -0.262
O 1.390 0.646 0.794  -0.331
C 5.792 -4.547 3.896  -0.108
F 2.802 -1.311 6.429  -0.190
H 5.317 2.481 5.003  0.119
H -5.537 3.342 2.621  0.120
H -6.392 -3.288 2.881  0.127
C 5.842 -3.391 2.973  -0.241
H 6.136 6.622 4.593  0.083
H -4.593 0.388 -2.839  0.138
O -1.063 0.246 0.591  -0.315
H -4.832 4.506 -2.496  0.109
C -5.264 2.439 -4.039  0.017
H -3.416 4.423 3.008  0.131
C 4.250 2.267 1.969  -0.113
H 5.015 4.430 5.057  0.131
H 0.798 0.869 -3.993  0.105
H -4.834 3.300 1.075  0.111
H -3.969 3.599 -1.432  0.096
H -8.169 -6.250 2.546  0.100
C 1.309 -0.892 -5.702  0.028
H 2.045 4.629 4.586  0.099
H -5.554 4.330 7.267  0.079
C 6.682 -3.081 0.051  0.060
H 2.785 3.879 2.258  0.134
H -2.276 4.110 5.069  0.121
H -5.355 -5.892 1.064  0.127
H -1.003 1.454 4.054  0.100
H 7.246 -2.405 0.693  0.090
H -3.748 1.964 -5.960  0.133
C 5.453 6.870 3.781  -0.100
N -6.548 -4.286 0.972  -0.199
O -1.866 -1.632 -1.334  -0.337
H 4.823 -3.976 -1.225  0.143
C 3.431 1.552 -3.668  -0.117
H -1.631 0.431 -3.227  0.098
C -3.070 1.758 -5.131  -0.110
H 6.901 -3.273 2.746  0.104
H -8.352 -3.668 2.050  0.099
N 3.672 3.312 4.087  -0.254
H -4.945 2.613 5.912  0.100
C 3.681 -0.073 -7.573  -0.215
H -2.096 -0.140 -5.786  0.128
H -2.260 2.555 5.766  0.128
H 6.075 6.727 2.897  0.078
H 3.279 -1.071 -7.749  0.088
H 2.939 3.818 5.944  0.110
H -3.056 4.113 -4.284  0.136
H -3.643 1.118 1.534  0.104

The value obtained for the HOMO energy is -13.0 eV. Its LUMO energy is -5.65 eV. Its charge is +3. The value obtained for the total energy is -170789.7959 eV. The orbital gap comes out at 7.40 eV. The calculation puts the energy relative to the best compared isomer or geometry (same formula, charge and spin) at 41.3 kcal/mol.

=====

Record 2
The following is a DFT calculation (ωB97M-V/def2-TZVPD) of a single C16H30N2O4 molecule.

Last column: Löwdin charge in e.
Cartesian coordinates (Å):
C 2.936 -1.355 1.074  -0.130
H -3.183 -2.066 -2.042  0.096
H 2.661 0.806 -2.259  0.122
H -2.841 -1.712 1.833  0.082
C -0.683 2.799 0.688  -0.334
O -2.007 -2.789 0.252  -0.141
O -2.256 1.811 -0.892  0.037
N 0.215 -0.133 -1.148  0.047
C -1.474 -1.914 -0.745  -0.476
H -0.122 -2.289 -2.388  0.082
H -2.729 3.303 1.125  0.085
H 5.026 -0.831 0.943  0.109
C -0.356 3.984 -0.221  -0.054
H 4.820 0.737 -0.968  0.110
C -0.567 -0.818 -0.098  -0.297
O -0.019 1.284 -1.037  -0.016
N 0.434 -1.520 0.750  -0.066
H -1.548 4.083 2.185  0.080
H -2.375 0.127 0.752  0.118
H 0.221 2.525 1.241  0.140
H 0.354 3.684 -0.988  0.078
H -1.944 2.378 2.404  0.076
C 1.620 -0.423 -0.828  -0.234
H -3.128 -0.532 -1.155  0.067
H 1.507 0.238 1.236  0.162
H -3.912 -1.954 0.424  0.088
O -0.019 -1.704 2.086  -0.001
H -0.459 -2.566 2.060  0.104
C 4.030 0.010 -0.772  -0.190
C -1.796 3.161 1.666  -0.053
C -3.117 -2.399 1.026  -0.094
C 1.628 -0.703 0.671  -0.262
H -3.492 -3.322 1.470  0.095
C -1.307 0.296 0.665  0.019
H 2.947 -1.567 2.144  0.116
H 4.231 -0.875 -1.379  0.114
C 2.678 0.599 -1.188  -0.131
H -2.032 2.401 -1.620  0.111
H 3.958 0.521 1.318  0.114
H -2.018 -0.807 -2.483  0.094
H -1.259 4.360 -0.698  0.082
H 0.162 -3.297 -0.954  0.082
H -1.217 -3.633 -2.004  0.090
C 4.060 -0.380 0.709  -0.192
H 2.490 1.534 -0.658  0.116
C -2.530 -1.288 -1.655  -0.009
C -1.080 1.565 -0.160  -0.512
H 0.079 4.791 0.364  0.081
H -0.879 0.388 1.663  0.126
C -0.595 -2.847 -1.587  -0.011
H 3.054 -2.296 0.535  0.124
H 1.833 -1.361 -1.353  0.156

The value obtained for the HOMO energy is -8.5 eV. As for the structure (SMILES): COC(C)(C)[C@]12C[C@@](O)(C(C)C)ON1[C@H]1CCCC[C@@H]1N2O. Its LUMO energy is 0.80 eV. The value obtained for the total energy is -28246.6715 eV. The orbital gap comes out at 9.30 eV. The calculation puts the energy relative to the best compared isomer or geometry (same formula, charge and spin) at 44.4 kcal/mol.

=====

Record 3
The following is a DFT calculation (ωB97M-V/def2-TZVPD) of an isolated ion of composition C4H5O4 and charge -1.

Last column: Löwdin charge in e.
Cartesian coordinates (Å):
C -1.846 -0.267 -0.227  -0.450
H 1.874 0.939 -0.560  0.091
O -2.447 -0.167 -1.333  -0.154
C 0.625 -0.089 0.881  -0.192
H 0.808 -0.679 1.824  0.161
O 0.616 1.315 0.996  -0.021
H -2.198 0.305 0.660  0.127
H -0.587 -0.264 -2.146  0.095
H 2.721 0.802 0.936  0.091
C -0.328 -0.526 -0.199  -0.501
C 1.759 0.737 0.473  -0.168
O -1.143 -1.630 0.208  -0.071
O 0.145 -0.474 -1.513  -0.009

The value obtained for the HOMO energy is -3.1 eV. As for the structure (SMILES): [O-][C@H]1O[C@]1(O)[C@H]1CO1. Its LUMO energy is 3.91 eV. Its charge is -1. The value obtained for the total energy is -12417.0757 eV. The orbital gap comes out at 7.01 eV. The calculation puts the energy relative to the best compared isomer or geometry (same formula, charge and spin) at 97.5 kcal/mol.

=====

Record 4
The following is a DFT calculation (ωB97M-V/def2-TZVPD) of a single C5H13N3 molecule.

Last column: Löwdin charge in e.
Cartesian coordinates (Å):
H -0.221 2.162 1.458  0.080
C 0.156 0.355 -0.864  -0.371
H -0.847 -1.283 -2.742  0.083
N -1.048 0.980 -1.345  0.067
H 0.325 -1.781 1.283  0.095
H -0.518 -2.803 -1.850  0.074
H 2.426 -0.327 0.412  0.079
H 2.181 1.358 0.917  0.080
C 1.843 0.331 1.053  -0.050
H -1.770 -1.675 -1.278  0.073
N -0.156 -1.149 0.642  0.096
C -0.785 -1.751 -1.757  -0.129
H 2.004 0.044 2.092  0.076
N 0.230 -1.087 -0.988  -0.071
H -1.004 1.984 -1.224  0.078
H -1.544 0.980 1.415  0.067
H -0.296 0.863 2.653  0.078
C 0.356 0.213 0.710  -0.563
C -0.482 1.115 1.610  -0.047
H 1.012 0.839 -1.347  0.136
H -1.860 0.633 -0.849  0.070

The value obtained for the HOMO energy is -8.4 eV. As for the structure (SMILES): CN1NC(C)(C)[C@@H]1N. Its LUMO energy is 0.97 eV. The value obtained for the total energy is -9864.0275 eV. The orbital gap comes out at 9.33 eV. The calculation puts the energy relative to the best compared isomer or geometry (same formula, charge and spin) at 53.9 kcal/mol.

=====

Record 5
The following is a DFT calculation (ωB97M-V/def2-TZVPD) of C25H22N5O4PtS2 as an isolated structure.

Last column: Löwdin charge in e.
Cartesian coordinates (Å):
N -3.036 -2.544 -0.237  -0.028
H -3.545 -4.549 -0.332  0.123
S 3.651 -1.084 -0.793  1.033
H 0.323 4.546 0.239  0.105
C 1.244 4.069 -0.074  -0.036
H 3.980 -2.622 1.121  0.051
H 3.212 5.266 2.225  0.078
N 1.190 -1.308 -0.130  -0.160
C 0.506 1.604 2.906  -0.010
H -0.886 4.682 3.293  0.089
C -0.770 3.655 2.968  -0.135
H 1.366 -2.623 1.514  0.104
C 1.229 3.129 -1.085  -0.049
O -0.921 -1.876 -1.773  -0.255
C 2.440 4.395 0.569  -0.332
C 0.285 -4.974 -3.161  -0.102
H -4.390 -0.351 -0.676  0.121
H 4.550 4.026 0.664  0.104
C -2.837 -3.741 -0.594  -0.126
C -0.838 -3.163 -1.974  -0.363
H 0.792 -2.891 -3.325  0.116
H -5.120 -2.570 0.122  0.111
H -4.990 -0.149 0.987  0.107
H 0.303 2.858 -1.577  0.119
C 0.377 2.916 3.293  -0.111
H 4.512 2.325 -1.154  0.105
H -2.677 3.572 2.012  0.105
Pt -0.794 -1.085 0.085  1.161
C -4.207 -0.602 0.371  -0.211
C 1.909 -2.097 0.745  -0.253
C -1.705 -4.137 -1.405  -0.160
C -2.824 1.072 1.246  -0.111
O -0.381 -0.326 1.921  -0.239
C -4.194 -2.127 0.505  -0.225
N 1.431 0.126 -1.955  -0.112
H 1.177 3.383 3.856  0.096
C -1.541 -5.493 -1.719  -0.078
C -0.506 0.942 2.172  -0.363
H 1.062 -5.292 -3.848  0.095
C 3.233 -2.090 0.556  -0.424
C -0.555 -5.929 -2.573  -0.127
C 1.948 -0.660 -1.026  -0.671
C 3.618 3.771 0.173  -0.039
H -0.437 -6.982 -2.793  0.085
C 3.604 2.821 -0.841  -0.062
O 3.696 0.774 -2.912  -0.388
C 0.144 -3.637 -2.879  -0.014
H -2.225 -6.208 -1.272  0.098
H -3.740 1.679 1.300  0.125
C -1.661 1.697 1.838  -0.153
C -1.767 3.031 2.252  -0.070
H 1.390 1.029 3.154  0.114
S 2.334 1.219 -2.682  0.542
N -2.892 -0.109 0.769  -0.039
C 2.412 2.507 -1.471  -0.289
H -4.096 -2.388 1.563  0.117
N 2.448 5.376 1.575  0.087
O 1.600 1.726 -3.809  -0.318
H 1.570 5.411 2.074  0.063

The value obtained for the HOMO energy is -4.7 eV. Its LUMO energy is 2.50 eV. Its charge is -1. The value obtained for the total energy is -66841.3103 eV. The orbital gap comes out at 7.20 eV. The calculation puts the energy relative to the best compared isomer or geometry (same formula, charge and spin) at 8.4 kcal/mol.